1.
This record from OMol25 describes 3 unconnected molecules or ions with the total composition C26H48BN6O6S. The level of theory is wB97M-V/def2-TZVPD.

```
88
Properties=species:S:1:pos:R:3
C 7.819 1.826 -0.969
C 6.702 0.907 -1.523
C 5.320 1.566 -1.464
O 4.348 0.546 -1.642
C 3.125 0.755 -0.983
C 2.740 -0.408 -0.035
C 3.771 -0.526 1.091
C 3.710 0.385 2.343
C 3.947 1.880 2.116
C 4.890 -0.086 3.260
N 1.269 -0.224 0.139
C 0.605 -0.074 1.406
C -0.015 -1.065 2.127
C -0.620 -0.746 3.321
C -0.580 0.560 3.725
N -0.025 1.554 3.040
C 0.548 1.204 1.906
C 0.693 -0.779 -0.944
N -0.465 -0.524 -1.505
B -1.387 0.515 -0.906
N -1.108 1.896 -0.750
O -2.596 0.070 -0.424
N 1.508 -1.705 -1.617
C 2.685 -1.792 -0.722
S 4.205 -2.449 -1.516
C 2.260 -3.008 0.262
C 1.250 -3.946 -0.376
N -0.003 -3.977 -0.188
H 7.487 2.856 -0.843
H 8.651 1.813 -1.673
H 8.208 1.419 -0.037
H 6.641 0.037 -0.865
H 6.915 0.562 -2.533
H 5.260 2.071 -0.495
H 5.269 2.317 -2.261
H 2.364 0.883 -1.771
H 3.153 1.708 -0.449
H 3.883 -1.536 1.487
H 4.744 -0.322 0.633
H 2.827 0.220 2.962
H 3.169 2.401 1.559
H 3.970 2.352 3.103
H 4.944 2.047 1.706
H 5.112 -1.145 3.144
H 4.616 0.138 4.290
H 5.774 0.513 3.032
H -0.029 -2.081 1.763
H -1.099 -1.486 3.943
H -1.049 0.808 4.672
H 1.009 1.999 1.322
H -0.738 -1.024 -2.344
H -1.269 2.172 0.214
H -0.184 2.180 -1.050
H -2.731 -0.812 -0.804
H 1.759 -1.405 -2.559
H 5.024 -2.613 -0.462
H 1.978 -2.665 1.259
H 3.153 -3.611 0.406
H 1.670 -4.676 -1.071
H -0.262 -3.233 0.462
O -6.156 5.780 1.262
C -5.543 4.804 0.939
O -6.210 3.656 0.699
C -5.597 2.490 0.153
C -4.925 1.655 1.223
C -4.032 4.811 0.872
H -4.913 2.755 -0.657
H -6.406 1.917 -0.299
H -4.119 2.201 1.715
H -4.512 0.746 0.794
H -5.644 1.384 1.998
H -3.637 4.673 1.878
H -3.713 5.779 0.494
H -3.611 4.056 0.210
O -3.572 -2.023 -3.281
C -4.701 -2.270 -2.930
O -4.960 -3.404 -2.277
C -6.227 -3.708 -1.673
C -7.199 -4.289 -2.677
C -5.839 -1.347 -3.295
H -6.629 -2.834 -1.160
H -6.011 -4.448 -0.905
H -7.425 -3.584 -3.477
H -8.133 -4.565 -2.187
H -6.773 -5.177 -3.144
H -6.153 -1.562 -4.315
H -5.478 -0.322 -3.242
H -6.697 -1.415 -2.631
```

Results
E in Ha: -2222.354540
Total charge: +1

***

2.
This record from OMol25 describes a single C3H6N4O molecule. The level of theory is wB97M-V/def2-TZVPD.

```
14
Properties=species:S:1:pos:R:3
C -0.760 2.046 0.291
N -0.135 1.462 -0.889
C 0.302 0.263 -0.916
O 0.833 -0.232 -2.054
N 1.217 -1.575 -1.855
C 0.804 -1.891 -0.685
N 0.293 -0.805 -0.017
N -0.263 -0.738 1.250
H -1.665 1.517 0.577
H -0.099 2.017 1.155
H -0.950 3.066 0.032
H 0.952 -2.837 -0.181
H -0.986 -1.455 1.339
H 0.458 -0.837 1.956
```

Results
Relative energy (zero: lowest compared OMol25 entry of this formula, charge and spin) in kJ/mol: 344.7
E in Ha: -412.077657
Total charge: 0
SMILES string: C/N=c1/oncn1N

***

Q: Which of these has the highest E?
A: C3H6N4O

***

Q: Which of these has the highest total charge?
A: C26H48BN6O6S

***

Please write out number 1 again, unchanged.
This record from OMol25 describes 3 unconnected molecules or ions with the total composition C26H48BN6O6S. The level of theory is wB97M-V/def2-TZVPD.

```
88
Properties=species:S:1:pos:R:3
C 7.819 1.826 -0.969
C 6.702 0.907 -1.523
C 5.320 1.566 -1.464
O 4.348 0.546 -1.642
C 3.125 0.755 -0.983
C 2.740 -0.408 -0.035
C 3.771 -0.526 1.091
C 3.710 0.385 2.343
C 3.947 1.880 2.116
C 4.890 -0.086 3.260
N 1.269 -0.224 0.139
C 0.605 -0.074 1.406
C -0.015 -1.065 2.127
C -0.620 -0.746 3.321
C -0.580 0.560 3.725
N -0.025 1.554 3.040
C 0.548 1.204 1.906
C 0.693 -0.779 -0.944
N -0.465 -0.524 -1.505
B -1.387 0.515 -0.906
N -1.108 1.896 -0.750
O -2.596 0.070 -0.424
N 1.508 -1.705 -1.617
C 2.685 -1.792 -0.722
S 4.205 -2.449 -1.516
C 2.260 -3.008 0.262
C 1.250 -3.946 -0.376
N -0.003 -3.977 -0.188
H 7.487 2.856 -0.843
H 8.651 1.813 -1.673
H 8.208 1.419 -0.037
H 6.641 0.037 -0.865
H 6.915 0.562 -2.533
H 5.260 2.071 -0.495
H 5.269 2.317 -2.261
H 2.364 0.883 -1.771
H 3.153 1.708 -0.449
H 3.883 -1.536 1.487
H 4.744 -0.322 0.633
H 2.827 0.220 2.962
H 3.169 2.401 1.559
H 3.970 2.352 3.103
H 4.944 2.047 1.706
H 5.112 -1.145 3.144
H 4.616 0.138 4.290
H 5.774 0.513 3.032
H -0.029 -2.081 1.763
H -1.099 -1.486 3.943
H -1.049 0.808 4.672
H 1.009 1.999 1.322
H -0.738 -1.024 -2.344
H -1.269 2.172 0.214
H -0.184 2.180 -1.050
H -2.731 -0.812 -0.804
H 1.759 -1.405 -2.559
H 5.024 -2.613 -0.462
H 1.978 -2.665 1.259
H 3.153 -3.611 0.406
H 1.670 -4.676 -1.071
H -0.262 -3.233 0.462
O -6.156 5.780 1.262
C -5.543 4.804 0.939
O -6.210 3.656 0.699
C -5.597 2.490 0.153
C -4.925 1.655 1.223
C -4.032 4.811 0.872
H -4.913 2.755 -0.657
H -6.406 1.917 -0.299
H -4.119 2.201 1.715
H -4.512 0.746 0.794
H -5.644 1.384 1.998
H -3.637 4.673 1.878
H -3.713 5.779 0.494
H -3.611 4.056 0.210
O -3.572 -2.023 -3.281
C -4.701 -2.270 -2.930
O -4.960 -3.404 -2.277
C -6.227 -3.708 -1.673
C -7.199 -4.289 -2.677
C -5.839 -1.347 -3.295
H -6.629 -2.834 -1.160
H -6.011 -4.448 -0.905
H -7.425 -3.584 -3.477
H -8.133 -4.565 -2.187
H -6.773 -5.177 -3.144
H -6.153 -1.562 -4.315
H -5.478 -0.322 -3.242
H -6.697 -1.415 -2.631
```

Results
E in Ha: -2222.354540
Total charge: +1